Here is C35H77N2O17P4Ti as an isolated structure from the Open Molecules 2025 dataset. Energies are from ωB97M-V/def2-TZVPD.

ORCA input file:
```
! RIJCOSX wB97M-V def2-TZVPD def2/J DEFGRID3
* xyz 0 4
Ti -6.371 -14.149 7.787
C -4.199 -12.835 10.343
C -3.673 -13.002 8.949
C -3.113 -14.416 8.836
O -4.560 -12.743 7.907
H -4.919 -13.620 10.576
H -4.634 -11.850 10.513
H -3.359 -12.888 11.036
H -2.934 -12.219 8.784
H -3.744 -15.134 9.361
H -2.142 -14.474 9.329
H -2.888 -14.696 7.807
C 0.689 -15.592 7.687
C 0.517 -16.732 8.756
O 1.188 -16.250 9.915
P 0.604 -16.473 11.428
O -0.437 -17.535 11.554
O 1.989 -16.696 12.326
C 2.018 -17.106 13.642
C 1.532 -16.027 14.577
O 0.097 -15.031 11.954
C 0.925 -13.854 11.743
C -0.055 -12.639 11.722
H 0.083 -15.854 6.820
H 0.372 -14.622 8.071
H 1.720 -15.457 7.361
H -0.563 -16.750 8.900
H 0.937 -17.678 8.416
H 1.489 -18.055 13.736
H 3.074 -17.206 13.892
H 0.452 -15.890 14.636
H 1.759 -16.279 15.612
H 1.954 -15.092 14.209
H 1.683 -13.671 12.505
H 1.412 -13.934 10.771
H 0.471 -11.685 11.681
H -0.700 -12.671 10.844
H -0.664 -12.629 12.626
C -3.628 -15.462 3.606
C -3.371 -15.648 5.135
O -3.793 -16.957 5.550
P -5.262 -17.380 5.932
O -6.094 -16.250 6.490
O -5.798 -18.126 4.573
C -5.001 -18.962 3.781
C -5.788 -20.119 3.211
O -5.067 -18.645 7.006
C -4.689 -18.388 8.387
C -3.165 -18.168 8.579
H -3.207 -16.163 2.885
H -4.672 -15.196 3.439
H -3.141 -14.510 3.392
H -2.291 -15.645 5.282
H -3.861 -14.878 5.730
H -4.605 -18.291 3.018
H -4.135 -19.342 4.324
H -6.083 -20.782 4.024
H -6.601 -19.698 2.619
H -5.174 -20.714 2.535
H -5.283 -17.538 8.722
H -5.017 -19.254 8.962
H -2.807 -18.364 9.590
H -2.567 -18.776 7.901
H -2.838 -17.145 8.396
C -5.173 -12.846 17.925
C -4.013 -13.853 17.747
O -3.079 -13.292 16.850
P -2.204 -14.289 15.924
O -1.784 -15.553 16.559
O -3.157 -14.461 14.635
C -2.682 -15.017 13.497
C -3.968 -15.609 12.768
O -1.007 -13.289 15.401
C -0.072 -12.681 16.317
C 0.932 -11.717 15.692
H -4.722 -12.011 18.460
H -5.466 -12.392 16.979
H -5.982 -13.293 18.502
H -3.380 -13.919 18.632
H -4.394 -14.840 17.488
H -2.131 -14.219 12.999
H -2.033 -15.869 13.700
H -3.538 -16.034 11.861
H -4.366 -16.417 13.381
H -4.790 -14.914 12.599
H -0.610 -12.358 17.208
H 0.493 -13.529 16.706
H 1.507 -12.293 14.966
H 0.406 -10.868 15.256
H 1.594 -11.383 16.492
C -5.582 -7.406 12.562
C -6.574 -7.554 11.383
O -6.681 -8.944 11.054
P -7.763 -9.858 11.820
O -9.150 -9.311 11.832
O -7.652 -11.342 11.142
C -7.710 -11.421 9.741
C -9.195 -11.392 9.309
O -7.103 -10.192 13.295
C -5.695 -10.436 13.318
C -5.562 -11.953 13.574
H -6.165 -7.587 13.465
H -4.800 -8.152 12.428
H -5.240 -6.371 12.538
H -7.533 -7.082 11.594
H -6.076 -7.051 10.555
H -7.116 -10.642 9.262
H -7.270 -12.351 9.379
H -9.799 -12.272 9.533
H -9.768 -10.531 9.653
H -9.182 -11.384 8.220
H -5.278 -10.218 12.335
H -5.219 -9.905 14.141
H -5.847 -12.625 12.764
H -4.510 -12.096 13.822
H -6.124 -12.128 14.492
N -2.877 -11.897 5.543
C -2.930 -10.766 4.779
C -1.828 -10.714 3.916
C -1.073 -11.826 4.208
C -1.784 -12.555 5.160
H -3.433 -12.218 6.322
H -3.736 -10.054 4.879
H -1.581 -9.944 3.201
H -0.120 -12.096 3.779
H -1.493 -13.460 5.671
N -4.896 -9.897 7.644
C -4.319 -8.817 8.257
C -4.747 -7.711 7.575
C -5.501 -8.058 6.503
C -5.588 -9.432 6.557
H -4.769 -10.890 7.774
H -3.625 -8.973 9.070
H -4.512 -6.685 7.818
H -6.060 -7.465 5.794
H -6.093 -10.073 5.850
*
```

The calculation puts the frontier orbital gap (spin up / spin down) at 6.70 / 7.30 eV. Its expectation value of S² is 3.75.

Mulliken atomic charge list, values in e, 8 entries: atom 1 (Ti): 0.017, atom 2 (C): -0.404, atom 3 (C): 0.650, atom 4 (C): 0.231, atom 5 (O): -0.624, atom 6 (H): 0.308, atom 7 (H): -0.391, atom 8 (H): -0.010

Here is an isolated molecule of C10H17P from the Open Molecules 2025 dataset. Energies are from ωB97M-V/def2-TZVPD.

ORCA input file:
```
! RIJCOSX wB97M-V def2-TZVPD def2/J DEFGRID3
* xyz 0 1
C 2.082 -1.929 0.081
C 0.810 -2.240 -0.538
C -0.395 -2.200 0.056
C -1.495 -2.823 -0.896
C -0.914 -1.358 1.066
C -0.635 -0.225 1.702
C 0.438 0.705 1.751
C 1.028 1.487 0.845
P 0.689 1.830 -0.985
C -1.195 1.528 -0.875
C 0.481 3.641 -0.877
H 2.895 -1.339 -0.520
H 2.424 -2.889 0.439
H 1.933 -1.298 1.008
H 0.996 -2.893 -1.362
H -1.652 -3.870 -0.623
H -1.210 -2.638 -1.931
H -2.251 -2.012 -0.734
H -1.980 -1.621 1.429
H -1.338 0.091 2.461
H 0.655 0.974 2.714
H 1.679 2.370 1.248
H -1.722 2.175 -0.175
H -1.256 0.545 -0.516
H -1.452 1.643 -1.942
H 1.354 4.141 -0.427
H -0.484 4.184 -0.517
H 0.514 4.018 -1.885
*
```

The calculation puts the frontier orbital gap at 8.65 eV. The SMILES is C\C=C(C)/C=C\C=C/P(C)C.

Mulliken atomic charge list, values in e, 8 entries: atom 1 (C): -1.156, atom 2 (C): -0.513, atom 3 (C): 1.282, atom 4 (C): -1.414, atom 5 (C): -0.440, atom 6 (C): -0.296, atom 7 (C): -0.772, atom 8 (C): -0.245

Here is C45H46AsF6N7O3SiTl as an isolated structure from the Open Molecules 2025 dataset. Energies are from ωB97M-V/def2-TZVPD.

ORCA input file:
```
! RIJCOSX wB97M-V def2-TZVPD def2/J DEFGRID3
* xyz -2 2
Tl -0.136 0.080 -0.027
C 6.368 0.429 3.320
C 5.205 0.700 2.406
C 5.072 1.836 1.662
C 3.886 2.123 0.944
C 3.908 3.266 0.125
N 2.927 4.096 -0.228
C 1.681 4.260 0.474
C 1.938 4.633 1.940
C 0.631 4.632 2.725
N 0.238 3.282 3.017
C -0.705 3.010 3.934
C -1.445 1.834 4.003
C -2.373 1.664 5.053
C -3.234 0.590 5.098
C -4.238 0.465 6.212
C -3.166 -0.362 4.087
C -2.238 -0.286 3.033
C -2.204 -1.382 2.110
N -1.433 -1.537 1.100
C -1.448 -2.765 0.356
C -0.081 -3.463 0.376
C 1.061 -2.655 -0.287
N 1.342 -1.339 0.227
C 2.156 -1.321 1.415
C 3.057 -0.100 1.550
C 4.206 -0.279 2.275
C 2.775 1.184 0.975
O 1.674 1.493 0.439
C -1.339 0.822 2.961
O -0.434 0.959 2.079
H 6.979 1.318 3.471
H 7.001 -0.362 2.913
H 5.998 0.098 4.293
H 5.849 2.588 1.669
H 4.880 3.562 -0.265
H 3.009 4.634 -1.092
H 1.089 3.338 0.454
H 1.120 5.055 -0.024
H 2.417 5.614 1.999
H 2.612 3.898 2.384
H -0.149 5.154 2.146
H 0.756 5.170 3.675
H 0.319 2.553 2.296
H -0.886 3.790 4.667
H -2.403 2.419 5.828
H -4.148 1.309 6.896
H -4.087 -0.458 6.775
H -5.252 0.454 5.811
H -3.858 -1.195 4.103
H -2.918 -2.187 2.347
H -1.687 -2.534 -0.686
H -2.218 -3.449 0.760
H -0.175 -4.410 -0.165
H 0.185 -3.698 1.409
H 0.846 -2.555 -1.357
H 1.977 -3.267 -0.196
H 2.860 -2.167 1.304
H 4.391 -1.238 2.743
O -2.089 1.046 -0.180
Si -3.607 1.378 -0.299
C -4.743 0.170 0.664
C -4.875 -1.144 0.228
C -5.690 -2.046 0.888
C -6.385 -1.653 2.019
C -6.260 -0.352 2.478
C -5.454 0.546 1.797
C -4.337 1.423 -2.056
C -5.684 1.171 -2.296
C -6.214 1.240 -3.572
C -5.396 1.565 -4.641
C -4.050 1.810 -4.424
C -3.532 1.738 -3.144
C -4.028 3.085 0.462
C -3.335 3.505 1.590
C -3.626 4.702 2.220
C -4.628 5.519 1.723
C -5.325 5.123 0.592
C -5.023 3.921 -0.027
H -4.326 -1.454 -0.649
H -5.792 -3.058 0.514
H -7.019 -2.358 2.546
H -6.796 -0.040 3.368
H -5.375 1.563 2.156
H -6.327 0.906 -1.465
H -7.266 1.034 -3.735
H -5.808 1.618 -5.641
H -3.401 2.046 -5.255
H -2.480 1.910 -2.981
H -2.560 2.866 1.974
H -3.078 4.996 3.105
H -4.860 6.461 2.207
H -6.110 5.759 0.196
H -5.572 3.622 -0.911
F -0.956 -1.430 -2.661
As -0.370 -1.559 -4.297
F -1.857 -2.464 -4.726
F -1.138 -0.068 -4.780
F 0.171 -1.787 -5.997
F 1.147 -0.776 -3.964
F 0.379 -3.138 -3.901
C 1.414 -1.544 2.758
H 0.536 -0.911 2.795
H 2.066 -1.296 3.595
H 1.105 -2.583 2.867
N 0.155 1.079 -1.849
C 0.367 2.134 -2.308
N 0.492 3.235 -2.886
C 1.326 4.193 -2.820
N 2.021 5.125 -2.795
*
```

The calculation puts the frontier orbital gap (spin up / spin down) at 4.38 / 6.49 eV. Its expectation value of S² is 0.79.

Mulliken atomic charge list, values in e, 8 entries: atom 1 (Tl): 2.973, atom 2 (C): -1.701, atom 3 (C): 0.259, atom 4 (C): -1.011, atom 5 (C): 0.204, atom 6 (C): -1.005, atom 7 (N): 0.055, atom 8 (C): 0.031